# 1
ORCA calculation (ωB97M-V/def2-TZVPD) on a 2-piece molecular cluster, C16H17N overall in a non-equilibrium geometry.

Output
LUMO energy (Eh): 0.0348
Molar mass (g mol⁻¹): 223.32
Electronic energy (Eh): -674.64661

ORCA input file:
```
! wB97M-V def2-TZVPD RIJCOSX def2/J DEFGRID3
* xyz 0 1
C 1.66 -2.40 -1.96
C 1.27 -1.57 0.50
C 1.96 -2.35 -0.49
C 1.96 -1.72 1.71
C 3.04 -2.86 0.13
C 0.06 -0.87 0.52
C -0.36 -0.33 1.74
C 0.32 -0.57 2.93
C 1.46 -1.34 2.96
N 3.09 -2.44 1.45
H -0.59 -0.69 -0.32
H -1.19 0.36 1.68
H -0.15 -0.17 3.83
H 1.60 -1.39 -2.35
H 0.70 -2.91 -2.12
H 3.88 -3.44 -0.26
H 3.62 -2.88 2.18
H 1.97 -1.69 3.84
H 2.42 -2.98 -2.48
C -3.17 3.77 0.30
C -1.08 2.73 -0.59
C -2.47 2.89 -0.69
C -0.40 1.91 -1.47
C -1.10 1.22 -2.45
C -3.16 2.17 -1.65
C -2.48 1.32 -2.52
H -0.57 3.20 0.25
H 0.66 1.77 -1.36
H -2.74 3.72 1.30
H -4.24 3.56 0.37
H -0.56 0.60 -3.15
H -4.23 2.32 -1.70
H -3.06 0.69 -3.18
H -3.16 4.81 -0.06
*
```

=====

# 2
ORCA calculation (ωB97M-V/def2-TZVPD) on C20H26Ge2N2PtS2 as an isolated structure in a non-equilibrium geometry.

Output
LUMO energy (Eh): -0.0825
Molar mass (g mol⁻¹): 698.87
Electronic energy (Eh): -5956.68895

ORCA input file:
```
! wB97M-V def2-TZVPD RIJCOSX def2/J DEFGRID3
* xyz 0 1
Pt 1.79 -1.32 -0.85
S 2.01 -3.40 -0.09
C 2.53 -3.97 -1.67
S 3.05 -2.47 -2.40
C 2.34 -5.19 -2.23
C 1.78 -6.25 -1.46
N 1.32 -7.10 -0.85
C 2.71 -5.42 -3.59
N 2.99 -5.59 -4.69
C -1.08 0.70 -4.09
C 0.08 0.00 -3.40
Ge -0.47 -0.64 -1.60
C -1.51 -2.31 -1.64
C -3.01 -2.07 -1.86
C -1.34 0.74 -0.56
C -0.75 1.19 0.54
Ge 1.05 0.42 0.86
C 2.56 1.70 0.66
C 2.71 2.89 1.60
C 1.16 -0.64 2.53
C 0.87 0.05 3.86
C -1.37 2.19 1.45
C -0.62 2.76 2.48
C -1.17 3.69 3.34
C -2.49 4.07 3.20
C -3.26 3.50 2.19
C -2.71 2.57 1.33
H -0.79 1.06 -5.08
H -1.43 1.56 -3.52
H -1.93 0.03 -4.23
H 0.93 0.68 -3.31
H 0.43 -0.87 -3.97
H -1.34 -2.82 -0.69
H -1.10 -2.95 -2.42
H -3.42 -1.42 -1.08
H -3.56 -3.01 -1.82
H -3.21 -1.61 -2.82
H -2.32 1.11 -0.86
H 2.53 2.05 -0.37
H 3.46 1.07 0.73
H 1.90 3.60 1.48
H 3.64 3.41 1.40
H 2.73 2.58 2.65
H 2.17 -1.06 2.54
H 0.48 -1.49 2.40
H 1.54 0.90 4.04
H 1.01 -0.65 4.69
H -0.15 0.42 3.91
H 0.41 2.46 2.61
H -0.56 4.12 4.13
H -2.93 4.80 3.87
H -4.30 3.78 2.08
H -3.34 2.14 0.57
*
```

=====

# 3
ORCA calculation (ωB97M-V/def2-TZVPD) on a 7-piece molecular cluster, C16H45O10Si overall.

Output
LUMO energy (Eh): 0.0786
Molar mass (g mol⁻¹): 425.61
Electronic energy (Eh): -1678.57247

ORCA input file:
```
! wB97M-V def2-TZVPD RIJCOSX def2/J DEFGRID3
* xyz -1 1
C -4.00 -0.12 -0.69
O -3.76 -1.51 -0.81
C -2.52 -1.93 -0.26
C -1.33 -1.50 -1.09
C -1.18 -2.23 -2.43
C -1.11 -1.31 -3.65
C -0.07 -0.19 -3.60
C 1.40 -0.62 -3.53
C 1.92 -1.01 -2.14
C 1.80 0.07 -1.08
C 3.04 0.94 -0.88
C 2.90 2.05 0.19
Si 1.31 2.28 1.19
C 1.48 1.37 2.83
C 1.41 -0.16 2.72
C 1.08 -0.88 4.04
O -0.24 -1.42 4.06
C -0.37 -2.59 3.29
C 1.03 4.17 1.42
O 0.50 4.51 2.50
O 1.36 4.87 0.42
H -5.07 0.03 -0.51
H -3.44 0.32 0.14
H -3.73 0.42 -1.61
H -2.57 -3.02 -0.21
H -2.43 -1.54 0.76
H -1.42 -0.42 -1.27
H -0.42 -1.61 -0.48
H -2.04 -2.90 -2.57
H -0.29 -2.88 -2.41
H -2.09 -0.86 -3.79
H -0.92 -1.91 -4.55
H -0.20 0.44 -4.48
H -0.30 0.47 -2.75
H 1.54 -1.47 -4.21
H 2.02 0.19 -3.93
H 2.97 -1.32 -2.23
H 1.38 -1.90 -1.80
H 1.55 -0.38 -0.11
H 0.98 0.75 -1.31
H 3.31 1.37 -1.85
H 3.87 0.27 -0.61
H 3.06 3.03 -0.25
H 3.69 1.90 0.93
H 0.11 1.72 0.51
H 0.70 1.75 3.49
H 2.44 1.68 3.27
H 2.35 -0.54 2.32
H 0.63 -0.43 2.01
H 1.80 -1.69 4.24
H 1.12 -0.19 4.88
H 0.00 -2.45 2.27
H -1.43 -2.83 3.24
H 0.18 -3.43 3.75
O 1.98 3.80 -2.27
H 2.93 3.81 -2.43
H 1.83 4.46 -1.57
O -2.32 3.00 0.85
H -1.57 3.62 0.87
H -2.32 2.64 1.75
O -2.14 -5.10 1.04
H -2.99 -5.52 1.22
H -1.58 -5.36 1.77
O -0.62 -2.81 6.60
H -0.70 -2.39 5.73
H -1.21 -2.31 7.16
O -5.11 3.63 1.38
H -4.16 3.49 1.22
H -5.15 4.48 1.83
O 3.58 0.78 -5.96
H 4.05 1.57 -5.68
H 3.50 0.86 -6.91
*
```

=====

# 4
ORCA calculation (ωB97M-V/def2-TZVPD) on C24H32BrN7O2Se2Y as an isolated structure in a non-equilibrium geometry.

Output
LUMO energy (Eh): -0.3579
Molar mass (g mol⁻¹): 777.30
Electronic energy (Eh): -8881.81922

ORCA input file:
```
! wB97M-V def2-TZVPD RIJCOSX def2/J DEFGRID3
* xyz 3 1
Y 0.31 1.29 0.40
C 4.13 1.07 0.70
Se 2.89 0.85 -0.80
C 3.26 2.52 -1.79
C 2.95 3.81 -1.06
Se 1.02 3.98 -0.63
C 1.15 5.24 0.85
H 5.14 1.11 0.30
H 4.04 0.20 1.36
H 3.92 1.98 1.27
H 2.67 2.44 -2.70
H 4.32 2.48 -2.06
H 3.19 4.65 -1.73
H 3.52 3.94 -0.13
H 1.74 4.82 1.67
H 0.14 5.47 1.17
H 1.62 6.15 0.47
C -2.81 -0.37 1.29
O -1.49 -0.61 0.77
C -1.20 -1.95 0.53
C -2.15 -2.96 0.49
C -1.76 -4.28 0.30
Br -3.08 -5.64 0.28
C -0.42 -4.59 0.12
C 0.54 -3.59 0.14
C 0.15 -2.26 0.34
O 1.09 -1.22 0.45
C 1.94 -3.99 -0.01
N 2.45 -5.00 0.65
C 3.73 -5.14 0.24
C 4.71 -6.07 0.60
C 5.92 -6.04 -0.07
C 6.16 -5.09 -1.07
C 5.22 -4.14 -1.43
C 4.01 -4.16 -0.75
N 2.85 -3.41 -0.85
H -3.02 -1.06 2.10
H -3.56 -0.49 0.50
H -2.82 0.65 1.68
H -3.20 -2.76 0.64
H -0.10 -5.61 -0.03
H 1.93 -1.66 0.68
H 4.53 -6.78 1.40
H 6.69 -6.76 0.17
H 7.11 -5.10 -1.58
H 5.41 -3.45 -2.24
H 2.64 -2.76 -1.60
C -5.81 1.71 -1.49
C -5.79 2.98 -0.65
C -5.84 2.71 0.85
C -4.57 3.87 -1.01
N -3.34 3.16 -0.84
C -2.71 2.30 -1.67
N -1.66 1.81 -1.04
N -1.68 2.38 0.18
N -2.68 3.17 0.29
H -6.73 1.17 -1.29
H -4.98 1.03 -1.27
H -5.80 1.93 -2.56
H -6.66 3.58 -0.93
H -4.92 2.24 1.21
H -6.67 2.05 1.08
H -6.00 3.63 1.39
H -4.56 4.73 -0.34
H -4.64 4.20 -2.05
H -3.01 2.07 -2.68
N 0.18 1.19 3.98
C 0.38 1.32 2.85
H 0.02 1.09 4.97
*
```

=====

no.,orbital gap (eV)
1,8.7
2,6.5
3,6.5
4,4.5